[1]
This record from the Open Molecules 2025 dataset describes C20H25AlBr4ClF8LiN2O12S2 as an isolated structure. The level of theory is ωB97M-V/def2-TZVPD.

Highest occupied orbital energy, eV: -9.78
E_LUMO, eV: -8.980
Kohn-Sham gap, Eh: 0.030
Electronic energy, Eh: -14389.24522
Energy above the lowest of the compared OMol25 structures with the same formula, charge and spin, kcal/mol: 421.2

```
! wB97M-V def2-TZVPD RIJCOSX def2/J DEFGRID3
* xyz 2 1
O 6.050 -0.829 1.496
S 5.566 0.133 0.351
O 5.026 1.453 0.969
C 4.169 -0.646 -0.626
C 2.752 0.210 -0.865
C 1.521 -0.529 -1.701
S -0.104 0.455 -1.907
O -0.917 0.033 -3.154
O 0.231 1.989 -2.071
C -1.006 0.295 -0.273
F -0.127 -0.418 0.727
F -1.287 1.632 0.306
C -2.409 -0.550 -0.329
F -2.606 -1.116 1.058
F -2.408 -1.716 -1.243
F -3.514 0.413 -0.538
C 1.729 -2.052 -2.276
C 3.200 -2.777 -1.964
N 4.291 -2.063 -1.176
C 7.083 0.558 -0.665
F 7.315 2.035 -0.500
F 6.952 0.300 -2.119
F 8.261 -0.255 -0.187
H 2.622 1.305 -0.434
H 0.861 -2.594 -2.882
H 3.366 -3.875 -2.336
H 5.175 -2.589 -0.995
C -5.723 0.438 2.366
Br -4.920 1.493 3.789
Br -6.707 -1.088 3.063
Br -6.820 1.530 1.187
H -4.902 0.040 1.761
C -1.916 0.705 -6.658
C -0.501 0.649 -7.206
O 0.360 0.152 -6.428
O -0.367 1.110 -8.375
H -1.968 0.293 -5.646
H -2.261 1.743 -6.627
H -2.587 0.127 -7.301
O 3.794 -0.129 -4.258
H 4.007 0.519 -3.538
H 4.451 -0.077 -4.998
H 2.867 -0.012 -4.587
Cl 0.480 3.096 -4.003
O -4.817 3.306 6.534
C -6.010 3.558 6.575
O -6.995 2.681 6.222
C -8.258 3.342 6.288
C -8.048 4.507 7.220
C -6.607 4.875 6.970
H -8.537 3.663 5.279
H -9.017 2.651 6.664
H -8.746 5.329 7.045
H -8.167 4.177 8.259
H -6.505 5.578 6.139
H -6.132 5.269 7.871
C 6.563 -6.885 -5.136
C 6.332 -5.378 -5.200
C 6.649 -4.672 -3.880
C 5.753 -5.215 -2.779
N 5.010 -5.666 -1.865
H 5.907 -7.364 -4.403
H 6.352 -7.342 -6.108
H 7.602 -7.112 -4.871
H 5.289 -5.190 -5.481
H 6.960 -4.955 -5.992
H 6.482 -3.594 -3.981
H 7.697 -4.828 -3.602
Li 6.683 -8.119 -7.706
C -8.103 5.047 10.663
O -8.921 4.096 10.684
O -7.351 5.045 11.754
O -7.900 5.947 9.817
H -7.809 4.251 12.096
Al -3.217 3.709 8.181
Br 8.783 -0.099 -2.467
*
```

[2]
This record from the Open Molecules 2025 dataset describes C16H15BrN4O7W as an isolated structure. The level of theory is ωB97M-V/def2-TZVPD.

Highest occupied orbital energy, eV: -15.81
E_LUMO, eV: -8.752
Kohn-Sham gap, Eh: 0.259
Electronic energy, Eh: -4004.95825
Energy above the lowest of the compared OMol25 structures with the same formula, charge and spin, kcal/mol: 28.7

```
! wB97M-V def2-TZVPD RIJCOSX def2/J DEFGRID3
* xyz 2 1
W -0.062 -0.421 -0.010
O -2.750 -0.402 -3.905
C -1.962 0.163 -3.008
O -0.808 0.462 -3.159
C -2.696 0.456 -1.726
C -4.032 0.797 -1.752
C -4.654 1.251 -0.594
C -3.904 1.382 0.560
C -2.578 1.009 0.514
N -1.979 0.524 -0.586
C -1.672 1.124 1.704
O -2.039 1.333 2.814
O -0.386 0.975 1.317
H -2.276 -0.518 -4.746
H -4.571 0.722 -2.686
H -5.703 1.517 -0.607
H -4.311 1.754 1.490
C 2.909 -1.325 3.408
C 1.791 -1.150 2.441
N 1.844 -0.484 1.342
O 2.974 0.125 0.921
C 0.416 -1.665 2.676
C -0.192 -1.961 3.989
N -0.211 -1.676 1.560
O -1.460 -1.515 1.206
H 3.876 -1.403 2.909
H 2.768 -2.238 3.982
H 2.943 -0.488 4.111
H 3.654 0.074 1.613
H 0.490 -2.516 4.633
H -1.119 -2.515 3.871
H -0.421 -1.006 4.478
O 3.859 0.310 -3.887
C 2.940 0.531 -2.966
C 2.509 1.836 -2.606
C 1.553 2.008 -1.645
N 1.066 0.901 -1.058
C 1.456 -0.310 -1.385
Br -0.631 -2.266 -1.517
C 2.386 -0.592 -2.341
H 4.202 1.120 -4.290
H 2.927 2.701 -3.104
H 1.169 2.972 -1.344
H 2.686 -1.593 -2.616
*
```

[3]
This record from the Open Molecules 2025 dataset describes one molecule with the formula C13H13N3O5S. The level of theory is ωB97M-V/def2-TZVPD.

Highest occupied orbital energy, eV: -8.44
E_LUMO, eV: -0.454
Kohn-Sham gap, Eh: 0.294
Electronic energy, Eh: -1441.87364
Energy above the lowest of the compared OMol25 structures with the same formula, charge and spin, kcal/mol: 0.0
SMILES string: CCOC(=O)NC(=O)/C(C#N)=C\Nc1sccc1C(=O)OC

```
! wB97M-V def2-TZVPD RIJCOSX def2/J DEFGRID3
* xyz 0 1
C 5.055 1.631 -0.379
C 4.373 0.710 -1.378
H 3.747 1.274 -2.072
H 5.116 0.126 -1.932
O 3.459 -0.194 -0.743
C 3.999 -1.200 -0.065
O 5.165 -1.477 -0.013
N 3.042 -1.999 0.549
C 1.662 -1.893 0.603
O 0.998 -2.925 0.599
C 1.058 -0.571 0.727
C -0.298 -0.386 0.582
N -1.131 -1.402 0.323
C -2.479 -1.426 0.108
C -3.474 -0.462 0.018
C -4.749 -1.056 -0.231
C -4.722 -2.401 -0.327
S -3.131 -3.025 -0.118
H -5.535 -3.075 -0.507
H -5.641 -0.466 -0.331
C -3.358 0.996 0.138
O -2.358 1.628 0.397
O -4.539 1.595 -0.079
C -4.537 3.011 0.018
H -5.557 3.328 -0.185
H -3.848 3.441 -0.711
H -4.228 3.324 1.018
H -0.653 -2.317 0.317
H -0.721 0.607 0.665
C 1.825 0.538 1.131
N 2.407 1.442 1.531
H 3.385 -2.931 0.760
H 4.310 2.125 0.238
H 5.719 1.058 0.263
H 5.637 2.376 -0.915
*
```

[4]
This record from the Open Molecules 2025 dataset describes a 2-piece molecular cluster, C4H14NO3 overall. The level of theory is ωB97M-V/def2-TZVPD.

Highest occupied orbital energy, eV: -14.70
E_LUMO, eV: -3.295
Kohn-Sham gap, Eh: 0.419
Electronic energy, Eh: -440.99786
Energy above the lowest of the compared OMol25 structures with the same formula, charge and spin, kcal/mol: 38.0

```
! wB97M-V def2-TZVPD RIJCOSX def2/J DEFGRID3
* xyz 1 1
C -0.078 0.317 2.100
O -1.235 -0.496 2.121
C 0.617 0.333 0.695
C 0.287 1.533 -0.254
C -0.868 1.199 -1.135
O 1.455 1.718 -1.028
N 0.674 -1.024 0.103
H -0.248 1.326 2.481
H 0.479 -0.181 2.907
H -1.747 -0.470 1.312
H 1.653 0.577 1.043
H 0.172 2.398 0.430
H -1.905 1.487 -0.916
H -1.052 0.228 -1.588
H -0.646 1.753 -2.081
H 1.813 2.586 -0.854
H 0.959 -0.956 -0.876
H -0.199 -1.534 0.206
H 1.427 -1.545 0.556
H -1.120 -3.186 -1.184
H -0.155 -3.176 -2.470
O -0.284 -2.886 -1.569
*
```

[5]
This record from the Open Molecules 2025 dataset describes a 2-piece molecular cluster, C4H7NO2 overall. The level of theory is ωB97M-V/def2-TZVPD.

Highest occupied orbital energy, eV: -9.44
E_LUMO, eV: -0.988
Kohn-Sham gap, Eh: 0.311
Electronic energy, Eh: -361.71039
Energy above the lowest of the compared OMol25 structures with the same formula, charge and spin, kcal/mol: 107.0
SMILES string: O=NC1=CCC1.O

```
! wB97M-V def2-TZVPD RIJCOSX def2/J DEFGRID3
* xyz 0 1
O -1.398 0.746 1.845
N -0.414 1.348 1.447
C 0.257 0.717 0.374
C 1.574 1.066 -0.276
C 1.270 -0.159 -1.197
C -0.022 -0.323 -0.434
O -2.367 -1.837 0.797
H -2.041 -1.073 1.303
H 2.460 0.963 0.358
H 1.607 2.029 -0.793
H 1.959 -1.002 -1.085
H 1.161 0.071 -2.262
H -0.851 -1.024 -0.493
H -3.196 -1.523 0.418
*
```

[6]
This record from the Open Molecules 2025 dataset describes an isolated ion of composition C9H16NO5 and charge +1. The level of theory is ωB97M-V/def2-TZVPD.

Highest occupied orbital energy, eV: -14.56
E_LUMO, eV: -3.695
Kohn-Sham gap, Eh: 0.399
Electronic energy, Eh: -783.16972
Energy above the lowest of the compared OMol25 structures with the same formula, charge and spin, kcal/mol: 0.0
SMILES string: C[C@@H](O)C1([NH2+]C(C)(C)C)OC(=O)C(=O)O1

```
! wB97M-V def2-TZVPD RIJCOSX def2/J DEFGRID3
* xyz 1 1
C 2.827 0.470 1.093
C 3.139 0.762 -0.405
C 1.152 -0.500 -0.340
C 2.530 -2.630 0.151
C -2.114 1.276 -1.089
C -1.272 1.258 1.225
C 0.120 2.284 -0.620
C 1.232 -2.083 -0.401
C -0.914 1.300 -0.221
N -0.242 -0.153 -0.571
O 3.656 0.478 1.900
O 4.078 1.197 -1.003
O 1.609 -0.036 1.156
O 2.070 0.153 -1.136
O 0.067 -2.495 0.255
H 2.469 -2.488 1.197
H 3.290 -2.048 -0.317
H 2.902 -3.741 -0.269
H -2.186 1.644 -2.131
H -2.597 0.311 -1.041
H -2.743 2.060 -0.638
H -1.514 2.227 1.478
H -0.429 0.807 1.910
H -2.246 0.675 1.320
H 0.867 2.176 0.195
H 0.446 1.773 -1.525
H -0.335 3.243 -0.598
H 1.157 -2.417 -1.401
H -0.416 -0.219 -1.551
H -0.824 -0.885 -0.175
H 0.219 -2.742 1.182
*
```

[7]
This record from the Open Molecules 2025 dataset describes a 2-piece molecular cluster, C4H12S overall. The level of theory is ωB97M-V/def2-TZVPD.

Highest occupied orbital energy, eV: -8.46
E_LUMO, eV: 0.993
Kohn-Sham gap, Eh: 0.348
Electronic energy, Eh: -557.74256
Energy above the lowest of the compared OMol25 structures with the same formula, charge and spin, kcal/mol: 17.5
SMILES string: CSC.CC

```
! wB97M-V def2-TZVPD RIJCOSX def2/J DEFGRID3
* xyz 0 1
C 1.947 -2.830 0.094
C 1.065 -1.526 0.273
H 2.469 -3.129 1.040
H 2.605 -2.805 -0.735
H 1.212 -3.560 -0.200
H 1.427 -0.823 1.048
H -0.010 -1.795 0.358
H 1.088 -1.104 -0.705
C -2.064 2.489 -1.314
C -0.552 1.424 1.061
S -0.409 2.171 -0.597
H -1.786 3.089 -2.250
H -2.750 3.015 -0.640
H -2.551 1.619 -1.672
H 0.453 1.538 1.561
H -0.846 0.394 0.969
H -1.299 1.833 1.709
*
```

Question: What is the electronic energy in the first record?
Answer: -14389.24522 Eh